[1]
15
Properties=species:S:1:pos:R:3:forces:R:3:nbo_charge:R:1 method="wB97M-V/def2-TZVPD" charge=+1 multiplicity=1 smiles="O=[N+]([O-])/N=C1/NC[NH2+]N1" max_force_ev_per_a=1.74 relative_energy_kj_mol=269.8
O 2.561 1.736 -2.356 0.410 0.259 -0.445 -0.255
N 1.807 1.527 -1.471 -0.517 -0.586 0.272 0.644
O 1.454 2.312 -0.608 -0.108 1.136 0.676 -0.454
N 1.298 0.240 -1.409 0.274 -1.524 -0.802 -0.400
C 0.425 -0.085 -0.541 0.027 0.895 0.329 0.589
N -0.006 -1.348 -0.319 0.043 0.103 0.282 -0.590
C -1.137 -1.356 0.569 -0.412 -0.873 -0.530 -0.044
N -0.980 -0.032 1.275 0.347 0.120 0.539 -0.338
N -0.255 0.748 0.335 -0.183 0.343 -0.341 -0.472
H 0.212 -2.102 -0.951 -0.001 -0.040 -0.026 0.462
H -2.096 -1.364 0.029 0.168 0.206 0.284 0.227
H -1.098 -2.195 1.270 -0.059 0.338 0.040 0.248
H -1.892 0.400 1.494 0.318 -0.152 -0.223 0.459
H -0.463 -0.148 2.169 -0.138 0.039 -0.390 0.440
H 0.171 1.668 0.514 -0.170 -0.265 0.335 0.483



[2]
14
Properties=species:S:1:pos:R:3:forces:R:3:nbo_charge:R:1 method="wB97M-V/def2-TZVPD" charge=0 multiplicity=1 smiles="NNC1=NN=CNN1" max_force_ev_per_a=4.63 relative_energy_kj_mol=345.9
N 2.300 0.302 -0.135 2.435 -0.104 1.705 -0.710
N 1.600 -0.886 -0.133 -1.494 -2.188 0.228 -0.463
C 0.239 -0.661 -0.099 -3.833 0.223 -0.296 0.536
N -0.711 -1.543 -0.173 2.185 -1.470 -0.002 -0.440
N -2.089 -1.215 -0.012 1.145 -2.765 0.171 -0.280
C -2.378 -0.035 -0.110 -0.602 2.770 0.322 0.219
N -1.481 1.025 -0.299 -0.831 2.131 1.569 -0.463
N -0.125 0.674 0.014 0.496 0.622 0.744 -0.516
H 3.226 -0.055 -0.693 -2.157 2.244 2.876 0.414
H 2.158 0.692 0.987 2.194 -0.967 -3.962 0.370
H 1.952 -1.695 0.435 -0.682 1.168 -0.773 0.384
H -3.375 0.348 0.096 -0.194 -0.398 -0.368 0.175
H -1.879 1.722 0.457 1.678 -1.278 -1.849 0.361
H 0.562 1.326 -0.335 -0.339 0.011 -0.365 0.413